[1]
Computed, not measured: a structure of composition C34H47BN8S4Se2Te2W, with ωB97M-V/def2-TZVPD.

As for the spin multiplicity: 3. The charge is +2. The calculation puts the total energy at -239055.25680 eV.

Each line ends with the Mulliken charge.
CARTESIAN COORDINATES (ANGSTROEM)
W1 -0.288250 2.572516 -0.369018  -0.293
C1 4.826632 2.006371 -1.453005  -1.654
C2 3.767630 0.956886 -1.585504  -0.249
C3 3.789347 -0.017542 -2.540171  -0.577
C4 2.693696 -0.897860 -2.693553  -0.130
N1 1.684657 -0.865973 -1.860265  -0.306
N2 1.690734 0.050604 -0.896931  0.885
B1 0.437467 0.223476 0.023971  -1.321
N3 0.916918 0.068432 1.516628  0.553
N4 1.871139 -0.846133 1.692305  -0.275
C5 2.383547 -1.008571 2.889916  -0.349
C6 1.909313 -0.246580 3.977607  -0.511
C7 0.939106 0.694362 3.798855  0.279
C8 0.439183 1.570856 4.905025  -1.895
C9 0.442824 0.848033 2.485734  1.431
S1 -0.734300 2.037021 2.096957  -0.255
C10 3.510484 -2.028337 3.007715  2.350
C11 4.097009 -2.070568 4.417992  -2.304
C12 4.611155 -1.652741 2.003192  -1.468
C13 2.947009 -3.404708 2.639063  -1.361
N5 -0.639023 -0.861514 -0.256008  0.360
N6 -0.199649 -2.138304 -0.279844  -0.306
C14 -1.076024 -3.091819 -0.431283  0.005
C15 -2.465483 -2.803179 -0.502331  -0.725
C16 -2.914475 -1.526490 -0.457692  0.281
C17 -4.366182 -1.162028 -0.506424  -1.872
C18 -1.918752 -0.515518 -0.357096  1.322
S2 -2.371685 1.133211 -0.386526  -0.374
C19 -0.614767 -4.534971 -0.548165  2.236
C20 -1.041326 -5.053741 -1.932697  -1.480
C21 -1.299049 -5.375626 0.541803  -1.856
C22 0.898068 -4.667194 -0.392388  -1.424
C23 2.614243 0.992968 -0.773916  1.719
S3 2.192652 2.301578 0.286715  -0.493
C24 2.630494 -1.864623 -3.867358  1.955
C25 2.711304 -1.039816 -5.163475  -1.638
C26 3.813862 -2.837110 -3.775873  -1.664
C27 1.316832 -2.645639 -3.855959  -1.290
H1 5.634633 1.836409 -2.161506  0.479
H2 4.400109 2.993311 -1.631906  0.315
H3 5.238692 2.017396 -0.442559  0.341
H4 4.621450 -0.068917 -3.232344  0.464
H5 2.334262 -0.388388 4.961919  0.601
H6 0.908540 1.308293 5.850569  0.401
H7 0.652300 2.617513 4.680256  0.361
H8 -0.643486 1.481514 5.010422  0.379
H9 4.515198 -1.105847 4.716432  0.498
H10 3.355624 -2.381306 5.157944  0.435
H11 4.905878 -2.801020 4.441709  0.412
H12 5.025672 -0.665391 2.225252  0.386
H13 5.421621 -2.381539 2.059632  0.459
H14 4.217995 -1.649113 0.985041  0.122
H15 2.169116 -3.716620 3.341466  0.417
H16 2.526268 -3.368113 1.636679  -0.039
H17 3.744050 -4.150423 2.660899  0.437
H18 -3.177425 -3.614082 -0.585525  0.421
H19 -4.983936 -2.051000 -0.610792  0.418
H20 -4.655696 -0.637402 0.405857  0.368
H21 -4.566695 -0.489471 -1.341664  0.377
H22 -2.125888 -5.037743 -2.059046  0.359
H23 -0.595220 -4.460714 -2.734763  0.177
H24 -0.710419 -6.086602 -2.047809  0.509
H25 -2.378945 -5.447748 0.398898  0.378
H26 -0.897279 -6.389645 0.514492  0.472
H27 -1.107068 -4.963463 1.535300  0.375
H28 1.438041 -3.913556 -0.967851  0.005
H29 1.181826 -4.562612 0.653045  0.291
H30 1.209622 -5.657534 -0.727481  0.505
H31 3.682349 -0.555764 -5.286955  0.373
H32 2.554938 -1.695256 -6.021345  0.473
H33 1.934603 -0.271532 -5.180082  0.277
H34 4.773606 -2.316379 -3.801790  0.376
H35 3.765170 -3.418894 -2.852398  0.310
H36 3.787955 -3.530489 -4.617887  0.467
H37 0.460414 -1.976852 -3.965695  0.367
H38 1.312161 -3.354851 -4.684293  0.561
H39 1.198688 -3.194272 -2.921092  -0.323
Se1 -0.244259 1.546214 -2.784129  0.178
Te1 -0.121937 3.941228 -3.246277  0.073
Te2 1.265948 5.110405 -1.238805  0.084
Se2 0.142773 4.768963 0.941091  -0.205
N7 -3.178028 4.847266 1.395678  -0.180
C28 -3.495526 4.672934 0.122418  0.768
S4 -2.429812 3.927851 -1.022523  -0.387
N8 -4.647198 5.103593 -0.377634  -0.045
C29 -5.726572 5.815410 0.239619  0.595
C30 -6.059179 5.685213 1.582923  -0.308
C31 -7.140942 6.396377 2.088109  -0.755
C32 -7.893733 7.215770 1.264118  -0.487
C33 -7.566969 7.323243 -0.081392  -0.620
C34 -6.488354 6.624993 -0.594526  -0.462
H40 -2.253422 4.591422 1.698264  -0.123
H41 -3.705586 5.477175 1.979246  0.277
H42 -4.734820 4.981373 -1.375860  0.225
H43 -5.539174 4.994762 2.232299  0.548
H44 -7.397703 6.292712 3.134015  0.380
H45 -8.739344 7.758939 1.663964  0.404
H46 -8.151512 7.957090 -0.735315  0.385
H47 -6.229680 6.715414 -1.644275  0.343

Cartesian forces (eV/Å) of the 6 atoms listed first:
-0.5 -1.7 2.1
0.0 -0.1 0.1
0.2 0.1 0.0
0.0 0.0 -0.1
0.1 -0.1 -0.1
-0.1 -0.1 0.0

---

[2]
Computed, not measured: a structure of composition C34H47Cl3IrO3P4, with ωB97M-V/def2-TZVPD.

As for the spin multiplicity: 6. The charge is +2. For the energy above the lowest of the compared OMol25 structures with the same formula, charge and spin, the calculation gives 0.0 kJ/mol.

Each line ends with the Mulliken charge.
CARTESIAN COORDINATES (ANGSTROEM)
P1 6.064079 1.716338 0.986541  0.845
C1 7.233889 0.846721 2.108984  0.019
C2 8.491296 0.388749 1.722435  -0.124
H1 8.827791 0.536261 0.706057  0.434
C3 9.316426 -0.254516 2.634796  -0.597
H2 10.289953 -0.607143 2.319976  0.444
C4 8.900531 -0.440366 3.945303  -0.663
H3 9.546147 -0.940494 4.655259  0.422
C5 7.648606 0.013270 4.339830  -0.622
H4 7.314019 -0.133406 5.358391  0.455
C6 6.818180 0.642026 3.425856  -0.108
H5 5.836452 0.980985 3.734371  0.395
C7 6.878833 1.484127 -0.646623  0.386
C8 6.608831 0.296541 -1.329183  -0.471
H6 5.932502 -0.428172 -0.892366  0.557
C9 7.198694 0.036675 -2.555918  -0.721
H7 6.983658 -0.890700 -3.070629  0.462
C10 8.051605 0.970348 -3.129967  -0.531
H8 8.504948 0.773110 -4.092576  0.447
C11 8.314519 2.159635 -2.465616  -0.709
H9 8.976971 2.892372 -2.907902  0.446
C12 7.736382 2.414330 -1.229630  -0.098
H10 7.953891 3.339901 -0.715561  0.409
C13 6.452270 3.478839 1.344166  0.100
C14 7.544199 3.898674 2.100478  -0.169
H11 8.221268 3.166520 2.517327  0.414
C15 7.768828 5.250578 2.320409  -0.731
H12 8.619772 5.562656 2.911854  0.433
C16 6.912114 6.199294 1.781227  -0.474
H13 7.090063 7.252986 1.952710  0.421
C17 5.821303 5.790128 1.025212  -0.841
H14 5.144968 6.523944 0.606600  0.446
C18 5.587711 4.440030 0.817528  0.020
H15 4.727255 4.124777 0.239733  0.256
Ir1 0.000000 0.000000 0.000000  1.791
C19 -0.076950 0.745434 -1.901290  -2.569
C20 0.984869 1.340675 -2.504114  1.424
H16 -1.015205 0.649411 -2.440103  0.225
C21 2.242173 1.398839 -1.680231  0.551
O1 2.691363 2.752622 -1.563983  -0.433
H17 3.527290 2.757867 -1.079643  0.156
C22 1.836600 0.787192 -0.394345  -0.398
H18 3.037832 0.785142 -2.125196  0.436
C23 1.849254 0.403296 0.821870  -1.006
Cl1 -0.286204 -1.082484 2.250319  -0.326
P2 -0.997754 2.011009 0.914613  0.658
P3 0.537780 -2.257630 -0.707149  0.763
C24 -2.213748 1.712985 2.227995  -1.219
H19 -1.731659 1.195120 3.049924  0.377
H20 -2.998490 1.070606 1.841930  0.274
H21 -2.636512 2.655809 2.568571  0.497
C25 0.222874 3.156583 1.643220  -1.295
H22 0.957225 3.436920 0.892795  0.252
H23 0.733155 2.657480 2.462492  0.352
H24 -0.265463 4.050951 2.022954  0.496
C26 -1.885413 3.016336 -0.321287  -1.163
H25 -2.644907 2.397863 -0.790771  0.242
H26 -1.184926 3.356294 -1.079311  0.099
H27 -2.359204 3.878412 0.142239  0.536
C27 -0.655925 -3.522839 -0.189395  -1.329
H28 -1.618084 -3.320273 -0.647599  0.300
H29 -0.772642 -3.468388 0.887621  0.373
H30 -0.303678 -4.509205 -0.483118  0.530
C28 0.681354 -2.476520 -2.515072  -1.252
H31 1.439930 -1.804996 -2.909021  0.198
H32 -0.272854 -2.225780 -2.971110  0.301
H33 0.940222 -3.501111 -2.772201  0.514
C29 2.134564 -2.820119 -0.027912  -1.211
H34 2.078683 -2.761430 1.055511  0.337
H35 2.937989 -2.174899 -0.372965  0.173
H36 2.344947 -3.844928 -0.324574  0.498
P4 0.942020 2.083793 -4.101411  1.597
C30 -0.555510 1.594366 -4.984935  -1.353
C31 2.377736 1.580352 -5.081956  -1.409
H37 -1.436431 1.944985 -4.455700  0.428
H38 -0.601101 0.512938 -5.071262  0.432
H39 -0.548257 2.034561 -5.978825  0.443
H40 3.287060 1.894078 -4.577019  0.383
H41 2.344439 2.046966 -6.063080  0.472
H42 2.386314 0.500598 -5.200395  0.419
C32 0.966678 3.893644 -4.031077  -1.365
H43 0.084455 4.243813 -3.502383  0.431
H44 0.977362 4.317166 -5.032657  0.473
H45 1.850388 4.210508 -3.486591  0.370
H46 2.315539 0.272422 1.778793  0.628
Cl2 -5.472087 -0.400312 0.028485  -0.139
C33 -4.161108 -1.256920 -0.819241  0.110
Cl3 -4.091481 -0.670187 -2.504860  -0.194
C34 -2.867557 -1.038261 -0.094929  -0.107
O2 -2.771440 -1.435195 1.147848  -0.483
O3 -1.860416 -0.449498 -0.715154  -0.552
H47 -4.389663 -2.342988 -0.835822  0.314

Cartesian forces (eV/Å) of the 6 atoms listed first:
3.8 0.7 0.6
-5.6 1.4 1.3
3.6 -1.2 -1.9
0.1 0.0 0.0
0.1 -0.5 1.4
0.0 0.1 0.0